(1)
Molecular formula: C32H29BN5OS5Sn
Method: DFT, the ωB97M-V functional and the def2-TZVPD basis

## Properties
spin multiplicity: 2
charge: -2
highest occupied orbital energy (spin up / spin down): -0.90 / -1.19 eV
E: -3815.9498 a.u.
gap between HOMO and LUMO (spin up / spin down): 5.193 / 5.474 eV
largest force on an atom: 1.41 eV/Å
energy relative to the best compared isomer or geometry (same formula, charge and spin): 134.75 kJ/mol

Last column: Löwdin spin population.
Atoms and positions in Å:
Sn  -0.1004  -0.8886  -0.1439  0.000
S  0.3414  -1.2702  2.4863  0.002
C  2.0410  -1.1307  2.7332  0.000
C  2.4737  -0.5800  3.9500  0.000
C  3.8077  -0.4511  4.2583  0.000
C  4.7754  -0.8406  3.3404  0.000
C  4.3772  -1.4125  2.1473  0.000
C  3.0354  -1.5761  1.8459  0.000
S  2.6225  -2.4728  0.3636  0.001
C  3.4926  -1.4723  -0.8889  0.000
C  2.8375  -1.5984  -2.2286  0.000
C  3.5357  -1.2381  -3.3773  0.000
C  2.9085  -1.3742  -4.6001  0.000
C  1.6197  -1.8748  -4.6396  0.000
C  0.9864  -2.1931  -3.4428  0.000
C  -0.4070  -2.7121  -3.4048  0.000
S  -1.5881  -1.3514  -2.9864  0.000
C  -2.9107  -2.2507  -2.2098  0.000
C  -4.1674  -2.0953  -2.7743  0.000
C  -5.2809  -2.7119  -2.2358  0.000
C  -5.1286  -3.5078  -1.1097  0.000
C  -3.8864  -3.6564  -0.5366  0.000
C  -2.7489  -3.0226  -1.0517  0.000
S  -1.2481  -3.2896  -0.2245  0.000
N  1.5996  -2.0605  -2.2729  0.000
H  1.7129  -0.2569  4.6457  0.000
H  4.1034  -0.0440  5.2181  0.000
H  5.8265  -0.7246  3.5660  0.000
H  5.1174  -1.7610  1.4388  0.000
H  4.5349  -1.7994  -0.9492  0.000
H  3.4703  -0.4360  -0.5464  0.000
H  4.5351  -0.8345  -3.3029  0.000
H  3.4130  -1.0876  -5.5111  0.000
H  1.1043  -1.9949  -5.5797  0.000
H  -0.5123  -3.4446  -2.6049  0.000
H  -0.7157  -3.1195  -4.3697  0.000
H  -4.2588  -1.4640  -3.6460  0.000
H  -6.2545  -2.5706  -2.6874  0.000
H  -5.9893  -3.9995  -0.6756  0.000
H  -3.7612  -4.2526  0.3543  0.000
B  2.0475  2.3613  -4.3570  0.000
C  1.2971  1.4127  -3.3800  0.000
N  0.8504  0.7314  -2.5543  0.000
H  1.2735  3.1521  -4.8477  0.000
H  2.6031  1.6987  -5.2125  0.000
H  2.8770  2.9389  -3.6737  0.000
N  2.5584  1.6957  -0.5457  0.040
C  1.7511  2.2592  0.3925  0.070
N  0.7468  1.6735  0.9445  0.011
C  0.1283  2.4361  1.8796  0.146
C  -1.0868  2.0212  2.5899  0.059
C  -1.3346  2.8867  3.7556  0.190
C  -0.7698  4.1146  3.9042  0.014
C  0.2399  4.5818  3.0488  0.266
C  0.6878  3.6971  2.0784  0.017
S  2.0706  3.8946  1.0164  -0.020
H  1.9980  1.1288  -1.1988  0.002
H  3.1072  2.3665  -1.0679  0.002
H  -1.0456  0.9640  2.8618  0.018
H  -2.0550  2.5353  4.4810  0.012
H  -1.0651  4.7457  4.7351  -0.006
H  0.6897  5.5533  3.1741  0.020
O  -2.1388  0.1075  0.1456  0.006
N  -2.7332  0.6873  1.1879  0.014
C  -3.5657  -0.0102  1.9525  0.000
C  -4.4197  0.6110  2.8291  0.027
C  -4.4789  2.0259  2.7999  0.006
C  -3.5662  2.7193  2.0883  0.019
C  -2.3932  2.0288  1.5085  0.075
H  -3.5786  -1.0758  1.7746  -0.001
H  -5.0931  0.0325  3.4386  0.002
H  -5.2966  2.5342  3.2971  0.000
H  -3.6143  3.7944  1.9940  0.003
H  -2.0054  2.5192  0.6131  0.003

***

(2)
Molecular formula: C32H29Br2F6N5O5P2PbS2
Method: DFT, the ωB97M-V functional and the def2-TZVPD basis

## Properties
charge: +2
highest occupied orbital energy: -13.92 eV
E: -9305.4188 a.u.
gap between HOMO and LUMO: 7.638 eV
largest force on an atom: 2.91 eV/Å
energy relative to the best compared isomer or geometry (same formula, charge and spin): 0.00 kJ/mol

Last column: Löwdin charge in e.
Atoms and positions in Å:
Pb  -0.1859  0.9234  0.3459  1.426
Br  4.3521  -3.5197  1.4025  0.911
C  2.8558  -2.8992  2.3781  -0.571
C  2.9110  -2.9472  3.7811  -0.131
C  1.8253  -2.5747  4.5566  -0.556
Br  1.8216  -2.5799  6.4619  0.851
C  0.6249  -2.1342  3.8325  -0.165
C  -0.5520  -1.8246  4.5148  -0.039
C  -1.7107  -1.7114  3.8444  -0.004
C  -1.7045  -1.7245  2.4290  -0.104
N  -0.6035  -1.9560  1.7500  0.081
C  0.5504  -2.2175  2.4310  -0.182
C  1.7229  -2.6124  1.7181  -0.281
O  1.7484  -2.4787  0.3106  -0.271
H  3.8373  -3.2551  4.2749  0.116
H  -0.5893  -1.8458  5.6089  0.092
H  -2.6228  -1.6019  4.3762  0.116
H  -2.6083  -1.5120  1.8599  0.094
C  2.6512  -4.5555  -1.2968  -0.169
P  1.2677  -3.5616  -0.7893  0.883
C  0.0482  -4.6625  -0.0691  -0.101
C  0.7707  -2.7229  -2.2515  -0.288
C  -0.0143  -3.5435  -3.1192  -0.041
C  -0.4230  -3.0990  -4.3816  -0.028
C  -0.0918  -1.8206  -4.7248  -0.030
C  0.6791  -1.0068  -3.9158  -0.058
C  1.1075  -1.4410  -2.6619  -0.329
P  1.9145  -0.1359  -1.5996  0.854
C  3.5903  -0.7534  -1.4111  -0.257
C  2.3438  1.2769  -2.6654  -0.269
H  2.2656  -4.9813  -2.2323  0.079
H  2.9613  -5.3687  -0.6339  0.068
H  3.5406  -3.9800  -1.5059  0.048
H  -0.0889  -5.5363  -0.6851  0.077
H  -0.8768  -4.0653  0.1150  0.075
H  0.5259  -4.9460  0.8505  0.069
H  -0.3329  -4.4906  -2.7939  0.095
H  -1.1149  -3.6823  -4.9121  0.116
H  -0.4394  -1.4614  -5.6455  0.114
H  1.0285  -0.0516  -4.2406  0.091
H  3.9983  -0.9003  -2.4168  0.071
H  3.6778  -1.6984  -0.9451  -0.031
H  4.2495  -0.0756  -0.7968  0.092
H  2.9901  0.9317  -3.5133  0.080
H  2.9857  1.9601  -2.0724  0.073
H  1.4876  1.8308  -3.0404  0.019
C  1.2361  4.0353  5.2298  -0.039
C  1.5207  2.8038  4.6384  -0.044
C  1.3158  2.6099  3.2714  -0.023
C  0.7664  3.6565  2.5321  -0.301
C  0.4446  4.8540  3.0881  -0.004
C  0.7194  5.0493  4.4493  -0.035
N  0.5397  3.4386  1.1712  -0.030
N  0.1519  4.4085  0.5048  0.106
C  -0.2684  4.1718  -0.8324  -0.299
C  -0.5929  5.2628  -1.6216  0.050
C  -1.0249  5.0652  -2.9493  0.000
C  -1.2197  3.7848  -3.3659  0.004
C  -0.8997  2.7208  -2.4811  -0.135
N  -0.3758  2.9102  -1.2880  -0.002
H  1.4087  4.1092  6.3008  0.123
H  1.8091  2.0749  5.2840  0.076
H  1.4574  1.6570  2.8239  0.061
H  0.0659  5.6604  2.4566  0.123
H  0.4611  6.0204  4.8448  0.116
H  -0.4274  6.2605  -1.2895  0.121
H  -1.3019  5.8673  -3.5742  0.117
H  -1.5880  3.5377  -4.3337  0.117
H  -1.0450  1.6710  -2.7311  0.092
F  -2.7837  -2.0070  -3.0237  0.153
C  -3.3713  -1.8686  -1.8432  -0.590
F  -2.9606  -2.8600  -0.9832  0.101
F  -4.6988  -2.0205  -1.9793  0.167
S  -2.9002  -0.2210  -1.0894  0.595
O  -1.4302  -0.1120  -1.4362  -0.539
O  -3.1121  -0.3904  0.3122  -0.320
N  -3.6429  0.8907  -1.8417  -0.282
S  -4.7737  1.7733  -1.2037  0.598
O  -5.2383  2.6803  -2.1893  -0.241
O  -5.6866  0.9799  -0.4370  -0.255
C  -3.9319  2.9362  0.0667  -0.627
F  -2.6102  2.5159  0.2186  -0.022
F  -4.5125  2.9658  1.2335  0.201
F  -3.8743  4.1198  -0.4542  0.181

***

(3)
Molecular formula: C32H29CrN7O4PS2Se
Method: DFT, the ωB97M-V functional and the def2-TZVPD basis

## Properties
spin multiplicity: 5
charge: +1
highest occupied orbital energy (spin up / spin down): -8.46 / -10.84 eV
E: -6504.6592 a.u.
gap between HOMO and LUMO (spin up / spin down): 5.275 / 8.033 eV
largest force on an atom: 1.23 eV/Å
energy relative to the best compared isomer or geometry (same formula, charge and spin): 113.36 kJ/mol

Last column: Löwdin spin population.
Atoms and positions in Å:
Cr  0.4300  -0.9768  0.0054  2.961
O  4.0132  -0.7039  -1.4166  -0.002
S  2.7625  -0.2118  -0.9581  0.005
O  2.3605  -0.6169  0.4304  0.020
O  1.5739  -0.5866  -1.7682  0.013
C  2.8619  1.5571  -0.7848  0.000
C  4.0944  2.1656  -0.9370  0.000
C  4.2276  3.5096  -0.6237  -0.001
C  3.1375  4.2174  -0.1420  0.000
C  1.9037  3.6004  0.0154  -0.001
C  1.7495  2.2564  -0.3092  -0.003
P  0.1340  1.3972  -0.3188  -0.031
C  -0.4647  1.9578  -1.9614  -0.006
C  -0.6377  1.0753  -3.0244  0.000
C  -1.0962  1.5449  -4.2479  0.000
C  -1.3939  2.8873  -4.4139  0.000
C  -1.2035  3.7743  -3.3622  0.000
C  -0.7326  3.3155  -2.1452  -0.002
C  -0.9559  2.2938  0.8323  -0.002
C  -0.5130  2.7711  2.0647  0.000
C  -1.3934  3.4220  2.9150  0.001
C  -2.7208  3.5909  2.5519  -0.003
C  -3.1774  3.0891  1.3411  0.001
C  -2.3007  2.4418  0.4874  -0.003
H  4.9283  1.5746  -1.2920  0.000
H  5.1834  4.0004  -0.7449  0.000
H  3.2436  5.2626  0.1175  0.000
H  1.0671  4.1671  0.3984  0.000
H  -0.3921  0.0337  -2.8938  0.000
H  -1.2109  0.8629  -5.0810  0.000
H  -1.7690  3.2464  -5.3632  0.000
H  -1.4201  4.8263  -3.4927  0.000
H  -0.5778  4.0163  -1.3351  0.000
H  0.5190  2.6417  2.3630  0.002
H  -1.0422  3.8084  3.8628  0.000
H  -3.3963  4.1156  3.2145  0.000
H  -4.2138  3.2178  1.0566  0.000
H  -2.6442  2.0616  -0.4664  0.000
Se  -2.6825  -3.1702  3.5938  0.217
N  -1.4594  -2.6547  4.7638  0.242
C  -0.6087  -1.8400  4.1554  -0.009
C  0.4578  -1.1734  4.7715  0.203
C  1.1792  -0.2660  4.0011  0.024
C  0.9047  -0.1021  2.6677  0.186
N  -0.0453  -0.8193  1.9782  0.048
C  -0.8447  -1.6190  2.7306  -0.020
N  -1.9208  -2.2078  2.2358  0.092
H  0.6717  -1.3462  5.8162  0.010
H  1.9698  0.3239  4.4435  -0.004
H  1.4675  0.6085  2.0826  0.008
C  -4.6710  -0.4787  0.1478  0.001
N  -3.2425  -0.7218  0.1048  0.004
C  -2.5453  -0.8971  -1.0144  0.006
N  -3.1756  -0.8064  -2.2008  0.003
O  -1.3011  -1.1096  -1.0099  0.025
H  -4.9457  -0.2451  1.1726  0.000
H  -5.2484  -1.3509  -0.1718  0.000
H  -4.9362  0.3763  -0.4765  0.000
H  -2.7860  -1.0864  0.9437  0.000
H  -4.1780  -0.8216  -2.2598  0.000
H  -2.6424  -1.0105  -3.0274  0.000
N  -1.6264  -3.7545  -0.4811  0.005
C  -0.3117  -3.9092  -0.6562  0.007
N  0.6483  -3.1497  -0.1387  -0.001
C  1.9072  -3.7431  -0.3938  0.001
C  3.1234  -3.4155  0.1984  0.001
C  4.2635  -4.1185  -0.1501  0.000
C  4.2197  -5.1633  -1.0640  0.000
C  3.0119  -5.5513  -1.6160  0.000
C  1.8765  -4.8481  -1.2548  0.000
S  0.2287  -5.2286  -1.6633  0.001
H  -1.9198  -3.2172  0.3515  0.000
H  -2.2160  -4.5129  -0.7805  0.000
H  3.1691  -2.6338  0.9344  0.000
H  5.2058  -3.8495  0.3078  0.000
H  5.1211  -5.7019  -1.3223  0.000
H  2.9475  -6.3915  -2.2941  0.000